Computed, not measured: a structure of composition C52H44As2OPRuS3, with the ωB97M-V functional and the def2-TZVPD basis.

Properties
HOMO-LUMO gap (spin up / spin down)	3.69 / 6.74	eV
expectation value of S²	6.050
total charge	-1
multiplicity	5
E_tot	-222739.7771	eV

Each line ends with the Mulliken charge.
CARTESIAN COORDINATES (ANGSTROEM)
Ru1 -0.16 -0.45 1.05  -0.20
C1 -3.51 -1.15 -0.24  -1.18
C2 -3.35 0.35 -0.09  -1.14
As1 -1.56 0.88 -0.70  1.88
C3 -1.61 2.81 -0.62  0.98
C4 -1.26 3.60 -1.71  -0.80
C5 -1.26 4.98 -1.59  -0.61
C6 -1.63 5.58 -0.39  -0.74
C7 -1.96 4.79 0.70  -0.66
C8 -1.94 3.41 0.60  -0.69
C9 -1.92 0.55 -2.60  0.92
C10 -2.97 1.24 -3.22  -0.62
C11 -3.30 0.99 -4.54  -0.78
C12 -2.58 0.05 -5.27  -0.64
C13 -1.55 -0.65 -4.67  -1.03
C14 -1.22 -0.39 -3.34  -0.51
As2 -1.93 -2.13 0.46  0.92
C15 -2.80 -3.60 1.39  0.40
C16 -2.55 -4.93 1.08  -0.29
C17 -3.14 -5.94 1.82  -0.73
C18 -3.97 -5.62 2.89  -0.49
C19 -4.22 -4.29 3.21  -0.75
C20 -3.63 -3.29 2.46  -0.54
C21 -1.24 -3.03 -1.13  0.91
C22 -2.06 -3.64 -2.07  -0.48
C23 -1.52 -4.23 -3.20  -0.94
C24 -0.14 -4.23 -3.39  -0.61
C25 0.69 -3.65 -2.45  -0.65
C26 0.14 -3.05 -1.31  -0.71
H1 -3.64 -1.44 -1.28  0.36
H2 -4.38 -1.49 0.32  0.80
H3 -3.39 0.65 0.96  0.68
H4 -4.14 0.88 -0.63  0.63
H5 -0.93 3.15 -2.64  0.30
H6 -0.96 5.59 -2.43  0.41
H7 -1.63 6.66 -0.30  0.36
H8 -2.21 5.25 1.65  0.43
H9 -2.16 2.80 1.47  0.21
H10 -3.52 1.99 -2.66  0.37
H11 -4.10 1.55 -5.01  0.38
H12 -2.83 -0.14 -6.31  0.38
H13 -0.99 -1.39 -5.22  0.46
H14 -0.41 -0.95 -2.89  0.38
H15 -1.89 -5.20 0.26  0.41
H16 -2.95 -6.98 1.58  0.40
H17 -4.43 -6.41 3.48  0.36
H18 -4.85 -4.04 4.04  0.42
H19 -3.80 -2.25 2.73  0.41
H20 -3.14 -3.65 -1.93  0.46
H21 -2.17 -4.68 -3.94  0.40
H22 0.28 -4.69 -4.28  0.38
H23 1.76 -3.63 -2.59  0.45
H24 0.79 -2.58 -0.58  0.08
S1 -0.11 2.16 5.00  -0.25
C27 -0.21 1.00 3.85  0.33
S2 -1.60 0.53 2.96  -0.48
S3 1.29 0.13 3.39  -0.22
C28 0.68 -1.31 2.60  -0.58
C29 0.59 -2.54 3.32  1.26
C30 0.68 -2.61 4.73  -0.66
C31 0.56 -3.81 5.39  -0.74
C32 0.35 -5.00 4.69  -0.58
C33 0.26 -4.96 3.30  -0.59
C34 0.38 -3.76 2.63  -0.06
H25 0.84 -1.69 5.29  0.47
H26 0.62 -3.83 6.47  0.38
H27 0.24 -5.93 5.22  0.38
H28 0.10 -5.87 2.74  0.43
H29 0.34 -3.74 1.55  0.32
O1 1.55 0.46 0.18  0.31
P1 2.38 1.70 -0.08  1.07
C35 1.99 2.47 -1.59  0.95
C36 2.40 3.79 -1.95  -0.72
C37 2.14 4.28 -3.20  -0.53
C38 1.51 3.51 -4.20  -0.89
C39 1.21 2.17 -3.89  -0.28
C40 1.45 1.66 -2.64  -0.88
C41 4.11 1.16 -0.06  0.48
C42 4.40 -0.17 -0.37  -0.42
C43 5.71 -0.57 -0.55  -0.64
C44 6.75 0.34 -0.43  -0.52
C45 6.47 1.66 -0.11  -0.73
C46 5.16 2.07 0.07  -0.29
C47 2.28 2.93 1.25  0.21
C48 3.00 2.76 2.43  -0.62
C49 2.88 3.67 3.47  -0.70
C50 2.03 4.76 3.33  -0.71
C51 1.31 4.94 2.16  -0.71
C52 1.43 4.02 1.13  0.01
H30 2.88 4.43 -1.22  0.29
H31 2.44 5.31 -3.43  0.37
H32 1.32 3.91 -5.18  0.36
H33 0.76 1.53 -4.64  0.36
H34 1.23 0.63 -2.42  0.40
H35 3.59 -0.88 -0.45  0.18
H36 5.92 -1.61 -0.79  0.41
H37 7.78 0.02 -0.56  0.36
H38 7.27 2.38 0.00  0.39
H39 4.95 3.11 0.31  0.35
H40 3.66 1.91 2.54  0.50
H41 3.42 3.51 4.39  0.38
H42 1.93 5.47 4.15  0.36
H43 0.64 5.78 2.06  0.45
H44 0.85 4.14 0.23  -0.05